The following is a DFT calculation (ωB97M-V/def2-TZVPD) of 2 unconnected molecules or ions with the total composition C4H6P2 in a non-equilibrium geometry.

- total charge = 0
- lowest unoccupied orbital energy (eV) = -0.382
- E (eV) = -22818.0320
- highest occupied orbital energy (eV) = -8.29
- energy relative to the best compared isomer or geometry (same formula, charge and spin) (eV) = 2.964
- SMILES = C1=P#[PH]1.C#CC

Structure (XYZ):
```
12
Properties=species:S:1:pos:R:3:forces:R:3:mulliken_charge:R:1
C -1.559 -1.103 1.187 -1.22 -1.00 1.74 -0.0740
C -1.394 -0.430 0.211 -1.16 -1.38 0.45 -0.1398
C 1.820 0.944 0.270 0.55 1.84 2.44 -0.0793
C -1.371 0.334 -0.984 0.77 1.08 -2.14 -0.9013
P 3.486 0.905 0.099 -0.67 0.56 0.27 -0.1394
P 2.001 -0.557 -0.522 -0.49 -2.31 -1.77 -0.1664
H -2.016 -1.677 2.036 1.24 0.92 -1.33 0.3688
H 1.832 -1.430 0.586 0.25 -0.21 0.22 -0.0027
H 1.114 1.356 1.024 0.45 0.07 -1.10 0.3619
H -2.365 0.771 -1.344 1.37 -0.54 0.94 0.2777
H -0.631 1.098 -0.683 -0.53 0.47 -1.01 0.2204
H -0.918 -0.210 -1.879 -0.55 0.51 1.28 0.2742
```
Forces are in eV/Å.



The following is a DFT calculation (ωB97M-V/def2-TZVPD) of C4H7Cl in the gas phase in a non-equilibrium geometry.

- total charge = 0
- lowest unoccupied orbital energy (eV) = 1.047
- E (eV) = -16782.2836
- highest occupied orbital energy (eV) = -9.32
- energy relative to the best compared isomer or geometry (same formula, charge and spin) (eV) = 1.088
- SMILES = C=CCCCl

Structure (XYZ):
```
12
Properties=species:S:1:pos:R:3:forces:R:3:mulliken_charge:R:1
C 1.302 -0.100 -0.170 0.44 -0.36 -0.30 -0.5897
C 0.077 -1.021 -0.046 0.81 1.45 0.79 -0.5445
C -1.005 -0.052 -0.228 -1.66 2.90 1.13 -0.1052
C -1.207 1.063 0.566 -0.59 -3.93 -2.01 -0.7707
H 2.156 -0.715 -0.242 1.27 -0.57 0.11 0.4194
H 1.377 0.508 0.773 -0.18 -0.14 -1.45 0.3249
H 0.000 -1.933 -0.632 0.38 0.23 -0.15 0.3459
H 0.304 -1.199 0.987 -0.88 -1.13 0.90 0.2136
H -1.507 -0.081 -1.174 -0.18 0.03 -0.52 0.3287
H -1.954 1.772 0.295 -0.21 0.51 0.01 0.2837
H -0.899 0.906 1.561 0.69 0.77 1.25 0.2948
Cl 1.356 0.851 -1.689 0.12 0.23 0.23 -0.2007
```
Forces are in eV/Å.



The following is a DFT calculation (ωB97M-V/def2-TZVPD) of 2 unconnected molecules or ions with the total composition C2H8ClN2O2 in a non-equilibrium geometry.

- 2S+1 = 3
- expectation value of S² = 2.02
- total charge = +1
- lowest unoccupied orbital energy (alpha / beta) (eV) = -3.564 / -9.844
- E (eV) = -21788.7510
- highest occupied orbital energy (alpha / beta) (eV) = -14.07 / -13.96

Structure (XYZ):
```
15
Properties=species:S:1:pos:R:3:forces:R:3:lowdin_spin:R:1
C 0.624 -0.975 -0.514 -1.33 0.79 1.33 0.0297
C -0.612 -0.306 0.074 0.65 0.30 2.60 0.0382
N 1.054 2.245 -0.199 0.83 -1.46 0.76 0.0070
N 0.436 -2.389 -0.149 -2.25 -0.13 0.25 0.2042
O -0.675 -0.142 1.364 2.07 -0.82 0.53 -0.0084
O -1.583 -0.034 -0.625 1.66 -0.61 -3.85 0.4668
Cl -3.226 0.313 0.197 -3.85 0.94 1.62 1.2507
H 0.503 -0.594 -1.523 1.06 -0.97 -0.54 0.0000
H 1.444 -0.553 0.077 0.22 -0.13 -0.67 0.0030
H 1.682 2.551 0.524 -0.01 0.07 0.56 0.0001
H 1.659 2.191 -1.002 -0.55 0.46 -0.67 0.0000
H 0.288 2.874 -0.220 -0.38 0.81 -0.72 0.0002
H -0.250 -2.999 -0.724 1.57 1.57 1.05 0.0034
H 0.105 -2.337 0.860 0.82 -0.92 -1.55 0.0039
H -1.449 0.155 1.859 -0.50 0.12 -0.69 0.0012
```
Forces are in eV/Å.



The following is a DFT calculation (ωB97M-V/def2-TZVPD) of a molecular structure, C25H44N3RuSSi3 in a non-equilibrium geometry.

- 2S+1 = 6
- expectation value of S² = 8.77
- total charge = +2
- lowest unoccupied orbital energy (alpha / beta) (eV) = -4.733 / -6.624
- E (eV) = -68145.6915
- highest occupied orbital energy (alpha / beta) (eV) = -13.13 / -14.23

Structure (XYZ):
```
77
Properties=species:S:1:pos:R:3:forces:R:3:lowdin_spin:R:1
Ru 0.603 -1.197 1.100 -0.52 -0.05 -0.39 3.2411
C 4.237 -2.733 -0.401 -0.04 -0.01 0.00 0.0061
C 3.481 -2.213 0.786 0.02 0.01 0.04 0.0531
C 3.276 -0.840 0.971 -0.04 -0.15 0.09 0.0369
C 2.641 -0.348 2.120 0.18 -0.09 0.14 0.0094
C 2.203 -1.247 3.106 0.13 0.02 0.14 0.0095
C 2.431 -2.615 2.936 0.05 0.02 0.04 0.0508
C 3.035 -3.091 1.782 -0.03 0.01 0.00 0.0560
H 3.562 -3.144 -1.154 -0.01 0.01 0.00 0.0025
H 4.906 -3.537 -0.097 0.02 0.01 -0.01 0.0012
H 4.829 -1.946 -0.864 0.00 -0.02 -0.03 0.0002
H 3.700 -0.138 0.265 -0.11 0.01 -0.08 0.0045
H 2.625 0.717 2.307 -0.19 0.02 -0.06 0.0026
H 1.814 -0.879 4.047 -0.10 0.03 -0.05 0.0009
H 2.186 -3.301 3.736 -0.05 0.00 -0.03 0.0020
H 3.223 -4.152 1.674 -0.01 0.00 -0.01 0.0011
C -0.393 1.419 2.327 -0.26 -0.03 -0.15 0.0326
Si -1.812 0.716 1.272 -0.08 0.03 -0.23 0.0356
C -2.759 -0.426 2.443 0.08 0.17 -0.26 0.0021
C -2.939 2.116 0.694 0.09 -0.25 0.11 0.0111
C -1.079 -0.285 -0.180 1.45 -0.36 0.72 0.1574
Si 0.153 0.150 -1.487 -0.23 0.16 -0.24 0.0693
C 2.568 2.143 -2.189 -0.08 -0.02 0.08 0.0308
C 1.373 -1.265 -1.873 -0.22 0.25 0.08 0.0467
C -0.532 0.801 -3.123 0.04 -0.04 0.17 0.0143
Si -2.099 -1.781 -0.702 -0.09 0.14 0.04 0.0337
C -3.913 -1.326 -0.871 0.22 -0.11 0.01 0.0070
C -1.549 -2.623 -2.298 -0.02 0.19 0.15 0.0007
C -1.875 -3.078 0.684 -0.27 0.02 -0.27 0.0092
C -2.778 -4.128 0.819 0.07 0.02 0.09 0.0022
C -2.634 -5.042 1.850 -0.02 -0.01 0.00 -0.0018
C -1.583 -4.879 2.739 0.00 0.01 -0.02 0.0033
C -0.711 -3.826 2.544 -0.10 -0.15 0.00 0.0073
N -0.840 -2.956 1.537 0.36 0.25 -0.01 0.0772
H -0.763 2.237 2.951 -0.08 -0.05 0.03 0.0058
H 0.428 1.818 1.733 0.09 0.06 0.00 0.0017
H -0.008 0.662 3.019 0.06 0.04 0.02 0.0067
H -3.303 0.181 3.171 0.02 0.03 -0.01 0.0003
H -2.082 -1.077 2.998 -0.01 -0.01 0.00 0.0008
H -3.488 -1.055 1.932 -0.01 -0.01 0.09 0.0001
H -3.746 2.247 1.418 0.00 0.03 -0.01 0.0012
H -3.402 1.901 -0.271 0.01 0.00 0.01 0.0003
H -2.410 3.068 0.635 0.06 0.04 -0.06 0.0013
H 3.112 1.250 -2.490 -0.01 0.03 -0.05 0.0106
H 3.280 2.919 -1.918 0.00 0.00 -0.01 0.0001
H 1.933 2.486 -3.001 0.02 0.02 -0.04 0.0025
H 1.301 -2.068 -1.125 0.11 -0.07 -0.10 0.0103
H 2.406 -0.921 -1.902 0.03 -0.01 0.06 0.0022
H 1.152 -1.724 -2.839 -0.07 0.03 0.02 0.0047
H -1.599 1.018 -3.044 -0.02 -0.01 0.03 0.0001
H -0.412 0.051 -3.907 0.02 -0.01 0.04 0.0006
H -0.037 1.709 -3.466 0.01 0.00 -0.02 0.0010
H -4.076 -0.779 -1.803 0.03 -0.01 -0.02 0.0002
H -4.273 -0.703 -0.053 -0.02 -0.03 -0.02 0.0000
H -4.534 -2.224 -0.913 -0.04 0.03 -0.01 0.0010
H -1.469 -1.912 -3.124 -0.03 -0.06 -0.01 0.0002
H -2.310 -3.354 -2.582 -0.02 0.00 0.03 0.0000
H -0.603 -3.157 -2.207 -0.03 0.00 0.02 0.0000
H -3.599 -4.218 0.118 -0.01 -0.02 0.02 0.0007
H -3.334 -5.859 1.967 0.01 0.00 0.00 -0.0002
H -1.438 -5.555 3.570 0.00 0.01 0.00 0.0006
H 0.116 -3.672 3.223 -0.01 0.02 -0.02 0.0008
C 2.049 5.190 0.016 0.16 0.04 0.09 0.0036
N 0.933 4.814 -0.823 -0.06 -0.12 0.04 0.0551
C 0.374 5.746 -1.821 0.00 0.01 0.00 0.0183
C -0.851 4.983 -2.355 -0.03 0.01 -0.06 0.0158
N -0.719 3.685 -1.669 0.02 0.03 0.06 0.0500
C 0.258 3.684 -0.767 -0.19 0.33 -0.22 0.4346
S 1.577 1.770 -0.716 -0.20 -0.42 0.00 0.3420
H 1.794 6.052 0.635 -0.05 -0.03 -0.01 0.0003
H 2.914 5.458 -0.593 -0.03 -0.03 -0.02 -0.0004
H 2.307 4.357 0.665 -0.01 0.00 -0.01 0.0002
H 1.113 5.946 -2.598 0.01 0.00 0.03 0.0038
H 0.113 6.688 -1.341 -0.01 0.00 -0.02 0.0001
H -0.816 4.848 -3.435 -0.01 0.02 0.02 0.0033
H -1.793 5.463 -2.095 0.03 0.00 0.03 -0.0001
H -1.441 2.985 -1.692 0.00 0.00 0.05 0.0033
```
Forces are in eV/Å.



The following is a DFT calculation (ωB97M-V/def2-TZVPD) of C3H6N2O in the gas phase in a non-equilibrium geometry.

- total charge = 0
- lowest unoccupied orbital energy (eV) = 0.737
- E (eV) = -8233.1687
- highest occupied orbital energy (eV) = -9.17
- energy relative to the best compared isomer or geometry (same formula, charge and spin) (eV) = 3.530
- SMILES = [H]/N=C/NCC=O

Structure (XYZ):
```
12
Properties=species:S:1:pos:R:3:forces:R:3:mulliken_charge:R:1
C -0.514 1.032 1.265 1.45 1.76 -1.29 0.0706
C 0.498 -0.948 0.256 -0.77 -0.85 1.85 -0.3110
C 0.301 -1.658 -1.000 -0.97 -1.18 -3.51 0.0334
H -1.100 2.664 2.185 1.84 -0.90 -3.30 0.2613
H -0.959 0.384 2.260 1.51 1.21 -3.40 0.1673
H 0.222 0.889 -0.851 -0.28 -0.39 0.95 0.3213
H 1.539 -1.327 0.659 -1.74 1.03 -0.35 0.1856
H -0.374 -1.325 0.990 2.22 0.22 -1.35 0.2216
H 0.301 -2.809 -1.075 0.27 1.32 0.68 0.3173
N -0.527 2.332 1.224 -2.58 -1.23 4.11 -0.5538
N 0.254 0.457 0.082 -1.40 -0.25 4.11 -0.2103
O 0.071 -1.068 -2.055 0.46 -0.73 1.50 -0.5033
```
Forces are in eV/Å.